53
Properties=species:S:1:pos:R:3:forces:R:3:lowdin_charge:R:1 method="wB97M-V/def2-TZVPD" homo_ha=-0.3289 lumo_ha=-0.00922 relative_energy_kj_mol=0.0 total_energy_ha=-1789.88953 smiles="CCN(C(=O)COC(=O)c1ccc2c(=O)n3c(nc2c1)CCC3)[C@@H]1CCS(=O)(=O)C1" charge=0
C 3.97153 0.04257 -2.35565 -0.20 0.11 0.18 -0.05
H 4.90706 0.54959 -2.13102 0.10 0.03 -0.02 0.05
H 4.18578 -0.99981 -2.58210 0.04 -0.12 -0.04 0.08
H 3.54184 0.50174 -3.24244 0.00 0.05 -0.12 0.08
C 2.96867 0.14355 -1.20534 0.05 -0.01 -0.41 -0.19
N 3.41583 -0.51910 0.00536 0.11 0.27 0.25 -0.02
C 2.99371 -1.74141 0.40911 -0.53 0.01 -0.21 -0.41
O 3.49399 -2.31366 1.35709 0.15 -0.33 0.17 0.08
C 1.84779 -2.39933 -0.36328 0.16 -0.61 0.18 -0.05
H 2.14948 -2.60816 -1.39609 -0.07 0.04 0.08 0.14
H 1.60930 -3.34469 0.13575 0.18 0.27 -0.14 0.13
O 0.69191 -1.56810 -0.37194 0.03 0.32 0.03 -0.02
C -0.48990 -2.14343 -0.07384 -0.04 -0.46 0.03 -0.42
O -0.62463 -3.32089 0.13106 -0.01 0.16 -0.04 0.13
C -1.59262 -1.14949 -0.04322 -0.41 0.14 0.05 -0.11
C -2.88379 -1.62059 0.11721 0.33 0.07 -0.03 0.07
C -3.95799 -0.72827 0.16173 0.30 0.65 -0.06 -0.19
C -3.70383 0.65309 0.04244 0.22 -0.39 0.00 -0.05
C -2.39481 1.11279 -0.11826 -0.08 0.04 0.00 0.01
C -1.34647 0.22550 -0.16114 -0.01 0.00 -0.01 0.00
H -0.33372 0.57632 -0.27788 0.06 0.05 -0.02 0.11
H -2.23802 2.17767 -0.20396 0.04 0.08 0.00 0.12
C -4.81594 1.60601 0.09390 -0.03 -0.01 0.02 -0.37
O -4.73188 2.81347 0.00613 0.02 0.11 0.01 0.09
N -6.03807 0.97695 0.25771 0.12 0.10 -0.10 0.05
C -6.18365 -0.37383 0.35946 0.25 -0.47 -0.01 -0.28
N -5.22854 -1.22393 0.31885 -0.50 -0.52 0.07 0.17
C -7.63368 -0.69880 0.53681 -0.19 0.02 -0.02 -0.08
H -7.91749 -1.57756 -0.03759 0.06 -0.02 0.05 0.12
H -7.81774 -0.91256 1.59219 0.02 -0.02 0.01 0.13
C -8.33918 0.58719 0.09028 0.04 -0.03 0.04 -0.14
H -9.26434 0.76703 0.63224 -0.02 0.03 -0.05 0.11
H -8.56732 0.53448 -0.97476 0.00 0.02 0.01 0.12
C -7.30144 1.68329 0.34924 -0.29 0.48 0.03 -0.11
H -7.32276 2.49598 -0.37860 -0.01 -0.06 0.12 0.13
H -7.40149 2.11611 1.35041 0.00 0.02 -0.11 0.14
H -3.06826 -2.67896 0.21049 -0.03 -0.09 0.01 0.13
C 4.53010 0.02433 0.77913 -0.31 -0.03 0.20 -0.29
C 5.87367 -0.58730 0.36115 0.46 0.53 0.21 -0.14
H 6.24244 -1.31375 1.07654 0.06 -0.03 0.06 0.11
H 5.84425 -1.03027 -0.62810 0.08 0.05 -0.11 0.11
S 7.02951 0.81925 0.31953 0.20 -0.17 0.32 0.68
O 7.07047 1.34107 -1.02078 -0.35 0.17 -0.27 -0.32
O 8.27816 0.50798 0.95176 0.02 -0.09 0.35 -0.31
C 5.98242 1.91620 1.32804 0.29 -0.61 -0.52 -0.19
C 4.63899 1.55671 0.73626 -0.51 -0.01 0.00 -0.19
H 4.64307 1.91751 -0.29186 -0.15 0.08 0.00 0.10
H 3.80586 2.00947 1.27502 0.01 0.03 -0.05 0.13
H 6.26394 2.95174 1.17466 0.18 0.03 -0.07 0.11
H 6.09650 1.62924 2.36845 0.04 -0.05 0.14 0.11
H 4.33098 -0.27449 1.81624 0.15 0.11 -0.23 0.15
H 2.02385 -0.30130 -1.50928 0.07 0.15 0.06 0.11
H 2.76640 1.19286 -0.97712 -0.08 -0.08 -0.03 0.12

20
Properties=species:S:1:pos:R:3:forces:R:3:lowdin_charge:R:1 method="wB97M-V/def2-TZVPD" homo_ha=-0.3502 lumo_ha=0.03378 relative_energy_kj_mol=169.8 total_energy_ha=-328.25417 smiles="C=CCCCN.O" charge=0
C 0.72868 0.06373 -0.10256 -0.31 0.82 -0.03 -0.26
C -0.26958 0.61273 -1.16973 0.83 -1.17 0.32 -0.22
C -1.53577 1.18544 -0.56380 -0.25 0.57 -0.70 -0.24
C -2.77569 -0.93187 0.09883 0.57 0.28 -0.10 0.00
C -2.49705 0.36000 0.23705 -0.02 -0.24 0.20 -0.19
N 2.16090 0.31121 -0.46613 -1.54 -0.54 0.20 -0.01
H 0.58786 -0.99728 0.09486 -0.17 -0.09 -0.19 0.09
H 0.43902 0.57235 0.81967 0.54 -0.07 0.21 0.11
H 0.22895 1.40742 -1.73404 -0.05 0.08 0.17 0.10
H -0.41415 -0.19094 -1.89855 -0.46 0.09 -0.05 0.11
H -2.10943 1.61155 -1.39069 -0.14 0.18 -0.07 0.11
H -1.22823 2.05829 0.02327 -0.10 -0.13 0.13 0.11
H -3.42215 -1.45875 0.78477 -0.26 0.07 -0.14 0.05
H -2.29227 -1.50803 -0.68435 0.05 -0.12 0.15 0.06
H -3.04180 0.95025 0.96861 0.03 -0.19 0.18 0.10
H 2.08377 0.37551 -1.47545 0.88 0.38 0.02 0.06
H 2.41932 1.19890 -0.05085 0.24 0.02 -0.45 0.08
H 2.56283 -2.19875 1.84159 0.31 -0.24 1.17 0.03
H 2.71326 -1.26347 0.82539 0.82 1.34 0.11 -0.01
O 3.01157 -1.34671 1.75615 -0.96 -1.04 -1.14 -0.09

10
Properties=species:S:1:pos:R:3:forces:R:3:lowdin_charge:R:1 method="wB97M-V/def2-TZVPD" homo_ha=-0.3272 lumo_ha=0.01891 relative_energy_kj_mol=265.5 total_energy_ha=-661.48441 smiles="N/N=C/SC=O" charge=0
C 0.12687 0.80827 -0.12489 2.09 1.23 -0.79 -0.60
C -2.20501 -0.49832 -0.02453 -1.38 0.15 -0.42 -0.54
H 2.31699 -1.05881 0.61237 0.41 -0.61 0.19 0.06
H 2.65534 0.48307 0.14130 -1.30 -0.62 -0.31 0.10
H 0.69003 1.74445 -0.37921 -0.19 -0.65 0.43 0.09
H -1.43858 -1.26995 -0.13692 0.01 -0.16 0.10 0.08
N 2.08412 -0.37319 -0.07280 0.43 0.66 -0.26 -0.02
N 0.69479 -0.30706 -0.02587 0.43 0.05 0.79 -0.12
O -3.39999 -0.67983 -0.04206 1.19 0.06 0.23 -0.03
S -1.52456 1.15137 0.05263 -1.69 -0.11 0.04 0.98